# 1
ORCA calculation (wB97M-V/def2-TZVPD) on a single C4H11NOS molecule at a distorted geometry.

Element x y z (Å)
H -1.4970 -1.6424 -0.8423
H 0.2949 1.3717 -1.8930
H 0.9815 -0.3217 2.7967
H -0.2948 -1.2342 1.1202
C -0.1034 -0.1580 1.0138
H 0.6915 1.8809 -0.4291
H 1.5058 1.1124 1.9232
H -1.6636 0.7177 -2.3914
H 2.3665 -1.0613 0.0050
N -0.0361 1.3679 -0.9350
C -0.1475 -0.0351 -0.5243
C 1.1503 0.0931 1.8011
S 2.6476 -0.8423 1.3078
H 0.6095 -0.7398 -0.8850
C -1.5215 -0.5608 -0.9665
O -1.8224 -0.2444 -2.3025
H -2.2677 -0.1350 -0.2852
H -0.8935 0.4313 1.4864

Summary:
multiplicity	1
HOMO-LUMO gap	0.366	Ha
HOMO level	-9.1837	eV
SMILES	N[C@H](CO)CCS

Atomic partial charges in e from the Mulliken method, atoms 1 to 8: H 0.348; H 0.247; H 0.362; H 0.309; C -0.720; H 0.237; H 0.408; H 0.356

# 2
ORCA calculation (wB97M-V/def2-TZVPD) on a molecular structure, C31H38AuClN4O2S4.

Element x y z (Å)
H -3.3388 -2.1180 -5.4993
C 4.3826 -0.3093 1.8277
C -5.0485 0.4762 -1.8983
H 3.5563 0.5135 3.6097
C -6.2084 -1.5849 -0.4470
S -1.7725 -2.6787 -1.2767
C -0.7741 2.6822 4.5238
C -2.5866 -3.2197 0.1287
C 1.5915 2.6491 4.1996
H -0.6014 0.4231 -5.9569
H 4.6350 2.2604 0.6060
H 4.6909 -1.1148 -0.2005
C -4.5917 0.2075 -0.6038
C 6.0280 1.3217 2.8739
C -1.0812 -0.5293 -5.7307
C -2.6882 -2.5501 1.3105
H -3.5387 1.0963 1.0526
Au -1.7811 -0.2173 -0.4843
H -2.2862 -2.3751 -4.0960
H 3.6379 -2.0506 0.8524
C 6.8451 -0.3234 1.2164
H -1.9660 1.9052 2.9264
C 1.4299 2.0766 2.9415
C 3.9040 -1.0408 0.5446
H 6.1737 0.6469 3.7222
O 4.7449 -1.4330 2.6496
H -0.0095 1.3737 1.5144
H 5.0745 -1.1007 3.4916
N 2.8318 0.4389 -1.0998
H 5.3172 1.0944 -0.5074
C -5.2052 -0.8191 0.1215
C -6.6367 -1.3236 -1.7423
H -4.2228 0.7542 -4.9410
H 6.9738 1.8452 2.7255
C 0.1402 1.8153 2.4933
S -3.4733 -4.7278 0.0292
H -3.8364 -1.5772 -3.8820
H -4.6024 1.2910 -2.4589
H -3.6432 0.1637 -6.5047
C -2.3368 -0.3347 -4.8707
N 0.6891 -0.0682 -0.6996
H -6.4237 -0.0490 -3.4554
C 0.4993 2.9546 4.9960
H -2.8862 1.5805 -5.7613
H -3.2326 1.8920 -0.5346
H 7.1131 -1.0052 2.0210
C -1.9251 0.2940 -3.6074
H 2.4142 -0.3561 2.6406
H 7.7083 0.3091 1.0009
H 1.2851 1.3679 -2.1772
Cl -2.1532 3.0642 5.5111
H 2.5889 2.8665 4.5661
H 1.1105 -1.5190 0.8097
H 5.2828 2.0640 3.1565
C 1.5764 0.6650 -1.4144
H 0.6282 3.4013 5.9721
H -4.8876 -1.0120 1.1375
H -1.3719 -1.0018 -6.6697
C -3.3345 0.6079 -5.5582
C -2.9896 -1.6870 -4.5598
S -1.8916 -1.0645 1.6722
C 2.6306 1.7150 2.1043
C -0.9645 2.1143 3.2766
H 3.3710 2.5099 2.1950
H -0.3617 -1.1754 -5.2287
C 3.2218 0.3791 2.5761
H -7.4221 -1.9207 -2.1867
N -1.6122 0.7775 -2.6131
S -3.7275 -3.2330 2.5516
C -6.0676 -0.2759 -2.4571
H 2.3419 1.6797 1.0544
H 6.6537 -0.9214 0.3244
C -4.2084 -4.6785 1.6406
C 5.4719 1.5836 0.4529
C 1.4554 -0.7908 0.0922
N 2.7388 -0.4929 -0.1259
H -6.6596 -2.3864 0.1242
C -3.4715 0.9636 -0.0199
C 5.6545 0.5709 1.5895
O -4.9493 -5.5183 2.0691
H 6.3778 2.1885 0.3734

Summary:
multiplicity	1
HOMO-LUMO gap (spin up / spin down)	0.210 / 0.210	Ha
HOMO level (spin up / spin down)	-6.9946 / -6.9958	eV

Atomic partial charges in e from the Mulliken method, atoms 1 to 8: H 0.464; C 2.864; C -0.159; H 0.942; C -0.704; S -0.530; C 0.250; C 0.208

# 3
ORCA calculation (wB97M-V/def2-TZVPD) on a molecular structure, C30H30FeN5O4S2Si.

Element x y z (Å)
O -2.4490 2.1214 -0.5366
S 4.7241 1.4322 -0.5988
H -0.6753 2.0936 3.9265
O -2.6399 4.3463 -0.7395
H 7.0604 -1.8902 1.8703
H 2.1535 1.7787 -0.4409
N 1.4437 2.4985 -0.5168
C -0.5393 -2.1599 -0.4793
H -4.1688 1.2410 0.4500
H 3.2523 -0.5074 0.9720
C 7.5236 0.0035 -0.1976
C 5.1058 0.0750 0.2983
H -4.4216 -1.2384 4.6011
H 2.6541 4.2352 -0.6248
H -1.9009 2.5021 2.7120
C -6.3465 -1.2482 1.3112
C 0.2391 5.9002 -0.8396
C 1.4623 -1.0122 -0.9796
C -0.4917 3.3668 -0.6397
H 6.4038 -2.4891 0.3316
C 2.0989 -2.2281 -1.1859
C -1.9886 3.2931 -0.6381
H 7.6892 -0.6559 -1.0575
H -3.1338 0.4853 3.4305
H -0.0261 -2.3585 2.6616
H 2.0582 -0.1197 -1.1562
N -2.4430 -0.8297 -0.0379
C 1.6621 3.8179 -0.6190
N 0.1391 2.2064 -0.5268
C -5.5603 -2.3568 1.0595
C -1.7083 -3.0732 3.7627
C 0.4311 4.4321 -0.7080
Si -0.5300 0.5328 1.9335
H 7.3732 1.0176 -0.5581
H -1.3074 -4.0774 3.8464
C -4.5685 0.2522 0.6303
H -0.4777 -4.3155 -0.5412
C -3.4511 -1.4847 4.1855
C -4.2674 -2.1486 0.5950
C -5.8521 0.0427 1.0956
H 3.1411 -2.2369 -1.4899
C -2.7167 -0.5124 3.5202
H 1.5602 -0.8408 2.0349
H 4.8680 -1.4708 2.7618
N 4.2288 -0.7449 0.8913
C 0.1121 -0.9015 -0.5889
H -5.9343 -3.3578 1.2323
S -3.0391 -3.3221 0.2356
C -3.7647 -0.8600 0.3822
H -7.3552 -1.3823 1.6812
O 1.1911 6.6473 -0.8926
C -1.4666 -0.7863 2.9538
N 6.3605 -0.3968 0.5515
H 4.3808 -2.7226 1.5981
Fe -1.0645 0.6225 -0.2652
C 0.0833 -3.3932 -0.6632
H 1.4833 0.2291 3.4493
H -6.4870 0.8958 1.2988
H -0.2264 2.9583 2.4473
C 1.2962 0.1659 2.3734
H 1.9491 0.8933 1.8776
C -0.8688 2.1692 2.8519
H 8.4038 -0.0280 0.4456
C -0.9852 -2.0922 3.0951
C -2.9481 -2.7733 4.3092
H 1.9230 -4.3812 -1.1712
H -3.5193 -3.5370 4.8241
C -1.9410 -2.0294 -0.1406
O -1.0053 6.3375 -0.8960
C 4.8718 -1.7570 1.7059
C 1.4206 -3.4349 -1.0133
H -1.6808 5.5819 -0.8381
C 6.2845 -1.7354 1.1209

Summary:
multiplicity	1
HOMO-LUMO gap (spin up / spin down)	0.242 / 0.242	Ha
HOMO level (spin up / spin down)	-4.4245 / -4.4121	eV
charge	-1

Atomic partial charges in e from the Mulliken method, atoms 1 to 8: O -0.674; S -0.499; H 0.402; O -0.918; H 0.391; H 0.130; N -0.038; C 0.877

# 4
ORCA calculation (wB97M-V/def2-TZVPD) on a molecular structure, C50H68AsClF6N5O4P2S3ScSiTe at a distorted geometry.

Element x y z (Å)
C -0.3188 -3.3796 -5.9818
H 0.6518 5.4099 0.2925
H 4.5469 4.6077 0.6391
H 2.0166 -6.1970 0.3560
C 2.6064 4.1680 -1.8162
C 0.6034 -1.4355 4.7529
H 0.2007 -3.0578 -6.8838
C 4.4018 5.7646 -2.0341
N -0.1095 1.9507 0.8821
F 4.9816 -3.7223 3.8803
H -4.1377 -2.6155 -1.2721
C -3.1665 -0.1259 1.3136
Cl 1.3202 -0.3040 3.6353
C 4.3368 -1.7710 -0.3483
H -1.6702 -5.4482 3.5462
C 0.7876 -4.7482 1.3292
H 3.9856 6.2629 0.4580
H -2.5755 -4.2042 0.9900
H -3.0329 -0.8813 -4.4108
H -0.5032 1.1427 -3.2515
H -2.6000 2.2943 4.4165
H 1.2958 -1.3101 -3.7478
C -0.3930 -6.8807 2.6262
F 4.5509 -1.5533 2.6265
H -4.6366 -1.6289 -4.2793
C 5.3472 6.4676 -4.2526
H 0.5596 3.8860 -4.0493
H 4.0520 -0.3462 -2.8451
C -0.2117 -2.4844 4.3361
H 1.8296 3.0545 -4.9494
Sc 0.6189 -0.9940 1.1026
C -3.6387 0.9154 3.1770
H 0.9223 6.1334 -1.2944
H 2.8369 4.9736 0.8179
H 4.9527 -1.9237 0.5320
H -2.8998 -3.3712 -3.9500
H 1.5895 -0.4365 6.3589
H -1.3270 -4.1663 5.0376
C 0.4361 -2.1139 7.0438
H -3.6641 -4.2334 -1.8019
H -0.4413 0.7980 -1.5090
S -2.2755 -0.8272 0.0779
H 6.3458 6.4104 -3.8217
H -0.4031 3.4091 3.2457
H -5.0241 -4.4410 1.0305
H 3.5541 1.3000 -2.5181
C -4.5329 -3.8389 1.7834
H -0.3028 -1.0792 -4.4791
H -5.1874 -0.0308 0.7182
F 3.3163 -2.1001 4.5670
N -4.4725 0.1985 1.3838
H 1.2198 -3.9391 0.7565
C -0.4576 3.5370 -1.4356
P -0.6545 -3.2526 -2.2028
H 0.6968 -1.9655 8.0820
H 1.5081 -3.5064 -4.8647
H 1.1518 -1.1385 -5.5020
As 3.6560 -2.9602 3.0845
C -3.0144 4.4492 -2.1157
C 2.5266 4.1445 -3.2290
H -4.8175 5.5252 -1.6677
H 5.0635 7.5200 -4.3054
C 3.7284 5.2226 0.2617
H -6.3557 -3.2714 2.7639
H -2.7642 -1.7153 4.4777
C 0.6511 -7.1055 1.7404
H -1.9423 0.6204 -2.3813
P -0.7018 -2.7613 2.5766
C 4.6689 1.3313 0.1907
C 1.4882 3.3208 -3.9501
O -0.0715 -3.7011 -3.6254
H -3.3635 2.4486 -2.8016
H -1.2832 -2.8731 -5.9279
H -2.3666 6.3188 -1.3160
C 1.2285 -6.0375 1.0786
C 3.3548 0.2569 -2.2656
H -5.0436 4.1452 -2.7542
C 0.6762 -1.5415 -4.6079
C -3.1539 -3.7150 1.7640
H 0.9945 -8.1144 1.5550
C -1.3894 2.6610 -2.0151
C 0.6714 2.7018 1.5559
C 0.5958 3.0456 3.0101
H 4.9848 -1.8845 -1.2167
H -0.8629 1.4779 1.3940
H -0.8793 -7.7154 3.1144
C -0.6887 -3.3459 5.3252
C -1.0469 1.2305 -2.3067
C -2.6518 3.1321 -2.3541
Si 3.5255 -0.0724 -0.3763
H -0.4932 -4.4525 -6.0348
C 3.5532 5.0204 -1.2206
H 5.3800 6.0743 -5.2667
F 3.9959 -3.9010 1.6937
O 1.6199 3.3097 0.8713
O -1.8584 -2.2361 -2.5571
C -3.1068 -2.6470 -3.1529
H 2.3465 -0.0136 -2.5833
C 0.5215 -3.0447 -4.7583
C -2.5074 -2.9554 2.7386
H 4.1175 2.2682 0.1118
H 5.1318 6.4099 -1.5592
S 0.7170 -2.0385 -1.3024
C -0.2126 -4.5049 2.2653
Te 1.3986 2.5706 -0.9712
C 0.9256 -1.2453 6.0884
H -4.2974 5.6342 -3.3449
O 2.0990 0.1320 0.3969
N -2.6334 0.3158 2.4651
H 0.8027 2.1666 3.6145
H -5.0331 -3.4225 -2.5818
H -0.7441 -3.8719 7.3934
H 3.5910 -2.5642 -0.3878
H -3.9752 -0.7091 -2.9143
H -1.1466 0.5061 3.6671
H -3.2334 0.8876 5.2754
C -4.0494 -3.2752 -2.1338
C -3.4412 1.6010 4.4758
H -0.3661 6.7477 -0.2576
H 5.5454 1.3992 -0.4535
C -5.2768 -3.1862 2.7565
C -0.8272 -5.5936 2.8844
H 5.0101 1.2146 1.2187
N -1.3048 0.1411 2.7326
C -3.2569 -2.3084 3.7166
C 0.1568 5.8463 -0.5723
C -0.8065 4.8667 -1.1835
H 1.3342 3.8078 3.2470
H -4.3390 2.1590 4.7261
C -4.3754 4.9620 -2.4890
C -0.3698 -3.1731 6.6583
F 2.2680 -2.1964 1.9349
C 3.3898 4.9085 -4.0001
S -1.1850 -4.9157 -1.3354
C -3.7254 -1.3839 -3.7343
N -4.7717 0.8420 2.5341
C -2.0833 5.2937 -1.5249
F 2.4221 -4.0630 3.5850
H -5.2172 -1.9018 4.4754
H 3.3084 4.8693 -5.0797
C 4.3654 5.7001 -3.4161
C -4.6396 -2.4223 3.7219
H 1.2727 2.4018 -3.4039

Summary:
multiplicity	1
HOMO-LUMO gap	0.251	Ha
HOMO level	-7.3435	eV

Atomic partial charges in e from the Mulliken method, atoms 1 to 8: C -1.559; H 0.049; H 0.436; H 0.533; C 0.428; C 0.412; H 0.450; C -0.636

# 5
ORCA calculation (wB97M-V/def2-TZVPD) on a molecular structure, C4H7F at a distorted geometry.

Element x y z (Å)
C 0.8072 -0.6256 -0.0700
H -1.6620 1.4217 -0.9836
C -0.4375 -0.0217 -0.1038
F -1.3816 -1.0955 0.0706
H -1.9887 1.3622 0.7114
H 2.1911 0.1806 1.4350
H -0.2277 2.0524 0.2179
H 3.3561 -0.1378 -0.5670
C 2.1035 0.1518 0.0487
H 2.1452 1.2876 -0.4286
H 0.3695 -1.6376 -0.3129
C -1.0980 1.3838 0.0072

Summary:
multiplicity	1
HOMO-LUMO gap	0.358	Ha
HOMO level	-8.9226	eV

Atomic partial charges in e from the Mulliken method, atoms 1 to 8: C -0.258; H 0.236; C 0.432; F -0.330; H 0.283; H 0.189; H 0.255; H 0.260

# 6
ORCA calculation (wB97M-V/def2-TZVPD) on a molecular structure, C12H19N9O4S2Sr at a distorted geometry.

Element x y z (Å)
N 2.1197 -0.1037 0.5904
H -1.9923 -0.3458 5.3600
H 2.4191 -4.3483 -5.2732
H 1.3966 -4.1173 0.2105
H -1.6238 2.6707 -5.2043
S -1.5023 1.8557 0.7441
C -0.2840 -0.4400 -5.2154
N 0.2246 2.5424 4.4094
H -0.0534 -1.2855 -5.8470
N 2.3289 -4.5536 -4.2959
H 2.5256 0.7753 0.2721
C -0.8021 1.6379 -3.5175
O -0.4170 2.4371 -0.1268
C 0.6854 1.2895 4.2889
N -0.1428 0.2934 4.6627
H -2.0402 0.4480 3.7695
C -1.8612 1.8113 5.4275
C 0.0137 -0.4937 -3.8686
S 2.2748 0.9895 3.7620
H 2.7488 -5.3732 -3.8980
C -1.1858 2.8966 4.6136
N 0.9199 -3.3072 -0.1436
H 0.2113 -0.6157 4.4215
C -1.5927 0.4737 4.7655
O -2.2690 2.8474 1.4514
H -1.4698 1.8005 6.4467
N -0.2311 0.5286 -3.0401
N 0.4884 -1.8930 -1.9283
C 1.0271 -3.0438 -1.4615
C -1.1509 1.7644 -4.8528
C -0.8820 0.7123 -5.7088
N 1.6523 -3.9577 -2.1964
C 0.6165 -1.7354 -3.2547
H 2.8920 -0.7592 0.6298
H 0.8184 3.2248 3.9684
H -2.9333 2.0031 5.4714
H 0.6230 -2.6028 0.5061
H -0.9884 2.4255 -2.7927
H 1.8852 0.0995 1.5694
H -1.6776 3.0113 3.6469
C 1.7102 -3.6735 -3.4939
O -0.7989 0.8717 1.6365
H -1.1411 0.7815 -6.7578
O -2.3127 1.0013 -0.1956
N 1.1967 -2.5746 -4.0835
Sr -0.2075 0.1806 -0.6066
H -1.2180 3.8505 5.1386

Summary:
multiplicity	1
HOMO-LUMO gap	0.253	Ha
HOMO level	-7.6245	eV

Atomic partial charges in e from the Mulliken method, atoms 1 to 8: N -0.706; H 0.428; H 0.238; H 0.250; H 0.398; S 1.143; C -0.555; N -0.123

# 7
ORCA calculation (wB97M-V/def2-TZVPD) on a molecular structure, C41H40LiN6O2S at a distorted geometry.

Element x y z (Å)
C -2.7995 -2.3437 1.4951
C 0.8569 -0.8987 3.6033
Li -0.5977 2.2375 -0.5940
H 0.1788 -1.4332 -3.6769
H -0.1069 -1.3412 4.0176
N 2.3916 2.0532 -1.4660
H -5.1340 0.8560 -2.9946
H -0.9359 -1.0693 2.2205
C -3.1854 5.6230 0.8313
C 4.7434 2.9024 -2.5502
C -1.8146 -3.1545 2.0133
C 4.6419 1.6315 -1.9476
C -1.9665 -3.6836 3.2955
H 2.0540 3.6288 3.3607
H 1.8644 -6.6694 -0.8801
C -2.0052 0.1693 -1.7843
H -5.2468 -2.7164 3.8925
N -2.0241 3.9167 -0.3937
C 4.4241 -4.7800 -2.0339
H -5.1217 -1.4645 0.4196
H 3.2735 0.2784 -0.9354
C 3.7334 3.7835 -2.4640
C 0.0548 -0.5621 -3.0960
H -2.1914 6.6939 -2.2811
H 5.7000 3.1852 -3.0554
C -0.2686 2.0271 1.4848
H 1.2955 -1.6600 2.8996
C -5.3046 -1.6276 1.5170
H -1.1669 -4.2627 3.7359
C -2.7366 4.3168 0.6743
N -1.2275 0.2540 -0.6358
C 5.2235 -3.9982 2.6541
H -0.8374 -3.2830 1.5672
H -2.9539 3.5827 1.4175
C 4.6668 -4.0140 -0.9162
C -3.3756 0.5576 -1.7775
C 1.5517 1.5532 3.5642
N -0.9223 -0.3002 1.6018
C 0.7012 0.5002 3.0795
C 3.4399 -5.7288 -2.0542
S 4.0548 -3.1018 1.5611
H 3.7752 4.8775 -2.6864
H -0.4776 5.2329 -2.9817
H -6.1494 -2.3016 1.6371
H -1.7349 -0.7523 -5.0226
H -4.1553 -0.1265 -4.9869
C -3.5557 0.0368 -4.1111
H -3.2324 -4.0762 4.9268
H -3.6933 5.8426 1.7312
H -5.5525 -0.6347 1.9789
H 3.2463 -6.3008 -2.9579
C -4.1247 0.4639 -2.9421
C 3.4273 1.2497 -1.4087
C 2.7791 -5.0973 0.1717
C 2.4770 3.2796 -1.9702
C -1.5768 -0.4691 0.4366
H 0.3593 4.0120 1.5406
O 1.3894 5.3262 -2.2646
H 5.5090 0.9910 -1.9355
N 0.0815 3.4978 -2.0243
C -1.3974 -0.2213 -3.0449
C -4.0863 -2.3064 2.1253
H 5.5429 -3.2821 3.4592
C -0.9682 4.2843 -2.5642
C -2.3988 6.0069 -1.4241
N -2.5440 -1.4504 0.4167
C -0.1863 0.7781 2.0087
H 1.4606 -0.7756 4.5088
C 1.2483 4.0996 -2.0649
H 5.4420 -3.2697 -0.8868
C -2.2109 -0.2867 -4.1813
C -4.2509 -2.8500 3.4174
H 4.5704 -4.8201 3.0445
H 0.5204 -0.6977 -2.1000
H -2.9031 -1.6887 -0.5549
C -2.9941 6.4801 -0.2662
H 5.0058 -4.6247 -2.9664
C -3.1554 -3.5432 3.9921
H 5.9984 -4.4245 2.0593
C 1.4296 2.8225 3.0404
H -3.2784 7.5143 -0.2084
C 3.8129 -4.1655 0.1955
C 0.4857 3.0203 1.9866
H 0.6029 0.1844 -3.6721
H -1.5536 3.7129 -3.3054
H -3.8213 0.8658 -0.8393
C 2.6360 -5.9099 -0.9089
O 2.6958 -3.0376 2.1829
C -1.8140 4.7535 -1.4044
H 2.1989 -5.1904 1.0585
H 2.1935 1.3126 4.3958

Summary:
multiplicity	1
HOMO-LUMO gap	0.179	Ha
HOMO level	-2.9162	eV
charge	-1

Atomic partial charges in e from the Mulliken method, atoms 1 to 8: C -0.184; C -1.192; Li 0.698; H 0.566; H 0.206; N 0.097; H 0.353; H -0.243

Calculated values (hartree) of E_tot for the records, taken in order: -687.16533; -3762.21580; -4085.71623; -9011.87032; -256.30110; -2089.77276; -2471.09392.